This record from OMol25 describes a molecular structure, C33H85CrN8O16S6 at a distorted geometry. The level of theory is the ωB97M-V functional and the def2-TZVPD basis.

Structure (ORCA input):
```
! RIJCOSX wB97M-V def2-TZVPD def2/J DEFGRID3
* xyz 1 5
Cr 2.66 0.79 -1.87
N -0.25 -0.29 -0.49
O 0.70 0.20 -1.07
O -0.40 0.17 0.66
O -1.07 -0.99 -1.06
C 3.30 -5.71 3.75
C 2.38 -4.78 2.97
O 2.49 -4.50 1.76
N 1.35 -4.33 3.68
C 0.34 -3.41 3.22
H 4.21 -5.25 4.13
H 3.63 -6.46 3.02
H 2.82 -6.16 4.61
H 1.15 -4.60 4.64
H -0.29 -4.02 2.57
H 0.94 -2.59 2.82
H -0.28 -3.02 4.03
C 4.51 -0.01 -5.81
C 3.27 -0.04 -5.00
O 3.09 0.60 -3.97
N 2.30 -0.89 -5.45
C 0.96 -0.93 -4.86
H 5.17 0.75 -5.39
H 4.22 0.20 -6.84
H 4.94 -1.01 -5.81
H 2.46 -1.41 -6.30
H 0.34 -1.75 -5.23
H 0.48 0.00 -5.16
H 0.92 -1.01 -3.77
C 3.01 -1.06 2.47
C 3.69 -0.05 1.59
O 3.24 0.12 0.41
N 4.80 0.60 2.06
C 5.55 1.64 1.31
H 2.63 -1.84 1.82
H 2.31 -0.68 3.21
H 3.75 -1.71 2.95
H 5.05 0.61 3.03
H 4.85 2.26 0.74
H 6.35 1.26 0.67
H 6.01 2.21 2.12
C 0.23 0.58 4.64
C 1.10 1.68 5.29
O 2.12 1.98 4.73
N 0.82 2.18 6.46
C -0.37 2.01 7.24
H 0.89 -0.27 4.81
H -0.01 0.72 3.59
H -0.68 0.29 5.17
H 1.62 2.68 6.81
H -0.47 1.00 7.63
H -1.27 2.34 6.72
H -0.23 2.70 8.08
C -2.59 -1.82 1.72
C -3.96 -2.30 1.99
O -4.88 -1.48 1.94
N -4.11 -3.63 2.10
C -5.43 -4.23 2.37
H -2.07 -1.11 2.37
H -2.71 -1.27 0.78
H -1.97 -2.69 1.52
H -3.31 -4.24 2.08
H -6.24 -3.64 1.95
H -5.53 -4.24 3.46
H -5.44 -5.29 2.09
C -3.75 4.93 3.17
C -4.32 3.58 2.72
O -5.55 3.47 2.58
N -3.48 2.55 2.36
C -2.10 2.78 1.85
H -4.41 5.46 3.86
H -3.61 5.57 2.30
H -2.78 4.75 3.64
H -3.93 1.67 2.12
H -1.83 3.84 1.87
H -2.11 2.50 0.80
H -1.41 2.23 2.49
C -5.72 1.06 -0.12
C -5.68 1.85 -1.46
O -4.67 2.47 -1.75
N -6.74 1.76 -2.23
C -6.99 2.49 -3.47
H -5.70 1.76 0.72
H -4.86 0.39 -0.09
H -6.62 0.46 0.00
H -7.57 1.33 -1.83
H -7.98 2.94 -3.39
H -7.04 1.77 -4.29
H -6.18 3.20 -3.61
C -0.04 4.43 -3.54
S -0.08 2.61 -3.66
O 1.15 2.15 -2.95
C -1.47 2.33 -2.49
H -0.88 4.96 -4.01
H 0.87 4.82 -3.99
H 0.01 4.77 -2.51
H -2.26 3.00 -2.84
H -1.28 2.75 -1.50
H -1.75 1.28 -2.44
C 5.64 3.89 -1.33
S 5.27 2.69 -2.69
O 4.46 1.65 -1.93
C 4.07 3.81 -3.57
H 5.85 4.91 -1.65
H 6.50 3.61 -0.73
H 4.78 3.92 -0.66
H 3.20 4.00 -2.94
H 3.72 3.19 -4.39
H 4.60 4.72 -3.84
C -2.09 -2.67 -3.94
S -2.43 -0.89 -4.32
O -3.08 -0.94 -5.72
C -3.76 -0.64 -3.04
H -1.55 -2.76 -3.00
H -1.48 -3.05 -4.77
H -3.00 -3.27 -3.89
H -4.48 0.08 -3.41
H -3.35 -0.25 -2.11
H -4.20 -1.61 -2.81
C -2.27 -4.48 -1.06
S -1.86 -5.84 0.15
O -2.28 -5.44 1.55
C -0.04 -5.72 0.14
H -2.04 -4.82 -2.07
H -1.73 -3.54 -0.93
H -3.28 -4.10 -0.99
H 0.36 -6.45 0.84
H 0.18 -4.72 0.51
H 0.45 -5.85 -0.82
C 2.04 -3.65 -1.89
S 3.52 -2.60 -2.20
O 3.22 -1.19 -1.72
C 4.50 -3.35 -0.87
H 1.18 -3.28 -2.45
H 1.74 -3.66 -0.84
H 2.35 -4.66 -2.16
H 4.07 -3.20 0.11
H 5.41 -2.75 -0.94
H 4.73 -4.39 -1.10
C 1.80 5.20 0.07
S 1.26 3.42 0.06
O 2.25 2.72 -0.87
C 1.84 3.15 1.79
H 1.69 5.56 -0.96
H 2.85 5.21 0.36
H 1.30 5.98 0.65
H 1.59 2.11 1.99
H 1.31 3.79 2.49
H 2.90 3.37 1.91
*
```

* LUMO level (spin up / spin down): -1.66 / -1.67 eV
* Kohn-Sham gap (spin up / spin down): 7.854 / 8.526 eV

***

This record from OMol25 describes a molecular structure, C26H30N9O4Sn. The level of theory is the ωB97M-V functional and the def2-TZVPD basis.

Structure (ORCA input):
```
! RIJCOSX wB97M-V def2-TZVPD def2/J DEFGRID3
* xyz -1 1
Sn 0.62 -0.90 -1.25
C -1.34 -1.73 5.18
C -1.12 -0.92 3.92
C -0.07 0.00 3.81
C 0.14 0.71 2.64
C -0.66 0.56 1.48
N -0.42 1.21 0.31
C -0.19 2.55 0.30
C -0.59 3.43 1.34
C -0.43 4.81 1.28
C 0.13 5.43 0.16
C 0.24 6.93 0.05
C 0.52 4.59 -0.88
C 0.38 3.21 -0.82
N 0.85 2.49 -1.98
C 1.99 2.76 -2.67
C 1.97 2.00 -3.81
C 0.77 1.28 -3.73
N 0.09 1.58 -2.62
C -1.71 -0.40 1.61
C -1.92 -1.10 2.80
N -2.67 -0.62 0.56
C -4.01 -0.78 0.71
C -4.54 -1.01 -0.53
C -3.42 -0.97 -1.40
N -2.30 -0.74 -0.73
H -1.08 -1.15 6.06
H -2.38 -2.04 5.27
H -0.72 -2.63 5.20
H 0.59 0.16 4.66
H 0.97 1.41 2.58
H -1.05 3.00 2.22
H -0.76 5.42 2.11
H 0.32 7.38 1.04
H 1.11 7.23 -0.53
H -0.64 7.36 -0.43
H 0.93 5.03 -1.78
H 2.72 3.46 -2.29
H 2.73 1.94 -4.57
H 0.36 0.55 -4.42
H -2.74 -1.80 2.85
H -4.48 -0.69 1.68
H -5.57 -1.18 -0.79
H -3.38 -1.09 -2.47
N 0.38 -2.85 -3.08
C 1.32 -2.53 -4.17
C 2.62 -1.92 -3.65
O 3.63 -2.06 -4.35
N 2.51 -1.29 -2.47
C 3.73 -0.83 -1.85
C 3.63 -0.91 -0.33
O 4.66 -0.91 0.35
O 2.42 -0.94 0.15
H -0.49 -3.24 -3.43
H 0.78 -3.51 -2.43
H 1.60 -3.40 -4.77
H 0.85 -1.81 -4.84
H 4.60 -1.40 -2.18
H 3.93 0.23 -2.09
C -1.90 -4.44 1.37
N -0.68 -3.95 1.97
C 0.22 -3.25 1.20
N 1.24 -2.63 1.85
O 0.10 -3.24 -0.04
H -2.30 -5.25 1.98
H -1.66 -4.83 0.38
H -2.66 -3.66 1.24
H -0.73 -3.68 2.94
H 1.15 -2.44 2.83
H 1.84 -2.01 1.30
*
```

* LUMO level: 2.50 eV
* Kohn-Sham gap: 6.287 eV

***

This record from OMol25 describes 2 unconnected molecules or ions with the total composition C2H5OP at a distorted geometry. The level of theory is the ωB97M-V functional and the def2-TZVPD basis.

Structure (ORCA input):
```
! RIJCOSX wB97M-V def2-TZVPD def2/J DEFGRID3
* xyz 0 1
C -1.90 0.70 0.34
C 1.72 -0.57 0.20
O -1.55 -0.22 -0.32
P 1.72 1.10 0.10
H -1.11 1.46 0.46
H -2.91 0.94 0.89
H 1.84 -1.04 1.06
H 1.76 -0.87 -0.84
H 1.32 1.32 -1.18
*
```

* LUMO level: 0.15 eV
* Kohn-Sham gap: 9.491 eV
* structure (SMILES): C=O.C=P

***

This record from OMol25 describes a molecular structure, C20H31N5O5ReS2 at a distorted geometry. The level of theory is the ωB97M-V functional and the def2-TZVPD basis.

Structure (ORCA input):
```
! RIJCOSX wB97M-V def2-TZVPD def2/J DEFGRID3
* xyz 2 2
Re 0.30 0.23 0.11
C 2.22 -2.07 -0.07
C 2.51 -1.56 1.34
N 1.93 -0.21 1.49
C 1.65 0.12 2.89
C 0.37 -0.56 3.37
S -0.89 -0.80 2.03
C -0.61 -2.60 1.65
C -0.09 -2.92 0.24
N 0.78 -1.89 -0.36
H 2.52 -3.11 -0.17
H 2.77 -1.46 -0.79
H 3.59 -1.54 1.51
H 2.07 -2.23 2.08
H 2.64 0.46 1.12
H 1.56 1.20 2.97
H 2.48 -0.19 3.53
H -0.12 0.03 4.14
H 0.56 -1.54 3.79
H -1.58 -3.07 1.79
H 0.05 -2.97 2.42
H -0.95 -3.06 -0.42
H 0.44 -3.88 0.30
H 0.68 -1.96 -1.37
N -0.08 2.29 0.76
C -1.29 2.84 0.12
C -1.31 2.23 -1.33
O -1.68 2.88 -2.27
O -0.93 1.01 -1.30
H -0.08 2.57 1.74
H 0.72 2.78 0.30
H -1.30 3.93 0.08
H -2.18 2.46 0.62
N -5.60 -2.74 -2.58
C -4.52 -2.20 -2.00
C -4.57 -1.65 -0.70
C -3.42 -1.16 -0.13
N -2.24 -1.17 -0.74
C -2.19 -1.61 -1.99
C -3.27 -2.15 -2.65
H -6.49 -2.75 -2.11
H -5.56 -3.05 -3.54
H -5.50 -1.64 -0.15
H -3.43 -0.75 0.88
H -1.23 -1.55 -2.49
H -3.17 -2.53 -3.65
C 5.61 2.01 -6.29
C 4.91 1.99 -4.99
C 3.72 2.70 -4.81
C 3.06 2.69 -3.59
C 3.61 1.98 -2.55
C 4.78 1.25 -2.69
C 5.43 1.27 -3.91
S 2.66 1.87 -1.06
O 3.45 1.55 0.12
O 1.83 3.05 -0.89
O 1.80 0.66 -1.35
H 4.98 2.41 -7.08
H 5.95 1.01 -6.58
H 6.50 2.63 -6.20
H 3.30 3.26 -5.63
H 2.14 3.23 -3.43
H 5.18 0.71 -1.84
H 6.36 0.73 -4.03
*
```

* LUMO level (spin up / spin down): -8.65 / -8.18 eV
* Kohn-Sham gap (spin up / spin down): 5.257 / 5.732 eV